This record from OMol25 describes a 12-piece molecular cluster, C72H180N12O24 overall. The level of theory is ωB97M-V/def2-TZVPD.

```
288
Properties=species:S:1:pos:R:3:forces:R:3:lowdin_charge:R:1
O -0.11750 -8.47765 -5.48922 -0.4 0.2 0.8 -0.20
O 7.10410 -2.17230 -4.78913 0.3 1.1 1.9 -0.20
O -13.95829 -4.24264 -5.91888 0.7 -0.5 0.2 -0.19
O 4.82966 5.10478 9.16000 0.1 -0.4 1.2 -0.18
O -10.49347 -6.54369 -6.26038 0.8 -0.1 -0.2 -0.18
O 2.65454 14.39481 2.89061 -0.1 0.9 0.0 -0.20
O 3.65565 8.30425 -6.65084 -0.1 -0.5 -0.5 -0.19
O -4.84650 -0.15405 5.59395 1.3 -2.1 0.8 -0.19
O 14.85045 -11.47484 4.51600 0.3 -1.0 0.5 -0.19
O 0.95797 1.93407 0.89386 0.6 0.1 -0.3 -0.19
O -4.44346 -0.47293 -1.85202 -0.1 -0.6 0.1 -0.18
O -2.78464 9.35781 -7.07561 -1.2 -0.3 -0.8 -0.20
O 10.59859 -6.26157 6.61975 -0.5 1.2 -0.1 -0.20
O -4.36404 -1.18171 -9.97673 -0.4 0.0 0.1 -0.20
O 9.55655 5.92312 7.76445 -0.6 -0.1 0.5 -0.20
O 3.54554 10.83927 2.03125 0.1 0.1 1.1 -0.20
O -6.14909 8.59394 8.08347 -0.7 -0.2 -0.1 -0.19
O -2.62761 -12.35166 1.59618 -0.5 0.8 -0.2 -0.20
O -4.90198 9.92545 3.26856 -0.7 1.2 0.4 -0.21
O -1.95808 -9.45975 3.86355 -0.3 0.7 -0.1 -0.21
O 4.26705 -6.28258 -1.30534 1.4 -1.2 0.4 -0.22
O -10.77548 2.79327 2.75654 -0.7 0.5 -0.5 -0.20
O -4.35779 1.89301 -6.32788 0.6 -0.5 -0.9 -0.21
O 8.98856 -7.14508 -3.85738 0.3 -0.2 0.4 -0.20
N 4.18215 12.43409 4.38011 1.3 0.4 -0.4 -0.06
N -7.22226 1.86529 3.63164 -1.0 0.1 0.9 -0.08
N 6.86579 -5.10515 -4.88949 -0.9 -1.4 -0.3 -0.07
N -2.46639 0.50459 -8.00928 -0.5 -1.3 -1.3 -0.05
N -4.63536 7.25851 5.00822 -0.8 0.2 -0.2 -0.07
N 0.86163 9.29098 -6.90655 0.1 -1.1 -1.0 -0.07
N 7.68817 4.38718 9.22504 -0.8 -1.3 1.0 -0.07
N -2.41314 0.98663 -0.36340 0.1 0.2 1.2 -0.07
N 12.78295 -9.17390 6.55436 -0.6 -1.4 -1.1 -0.08
N -12.82905 -6.03663 -7.95196 0.0 0.0 0.2 -0.07
N -3.28254 -9.61612 1.41104 -0.9 0.2 0.5 -0.05
N 1.81856 -6.36326 -3.16031 -1.7 0.2 0.4 -0.07
C -8.68816 1.73545 3.36375 0.2 1.2 -0.2 -0.17
C 3.51781 5.08243 8.63799 0.4 0.1 -0.4 -0.11
C 2.73542 7.84684 -7.63922 -1.5 0.6 1.1 -0.22
C 7.64377 -7.40374 -4.23675 0.2 0.8 -1.7 -0.22
C -4.36332 11.22911 3.20353 -0.5 0.0 0.2 -0.11
C -4.61680 7.59298 3.57828 1.7 -0.3 -0.1 -0.19
C 9.01696 4.68390 9.76238 -0.2 0.1 -2.2 -0.20
C -14.07347 -3.96591 -4.54370 0.1 1.2 -0.1 -0.12
C 11.68890 -7.02539 7.01136 -0.7 -1.8 -0.3 -0.24
C 5.55132 -5.61948 -1.11014 -1.6 -0.8 -1.0 -0.06
C -3.98244 -9.18840 2.61174 0.4 0.9 0.8 -0.22
C 13.12312 -10.06755 5.43431 1.2 -0.2 0.3 -0.21
C 1.78720 15.50862 2.62081 0.6 -0.2 -0.2 -0.10
C 4.94235 8.41847 -7.21990 0.2 0.3 0.3 -0.12
C -9.13892 -6.78515 -5.84423 -0.8 -0.5 0.4 -0.09
C 1.76305 1.93680 2.07032 -1.2 -0.2 0.2 -0.10
C -14.23948 -5.77661 -7.75428 0.2 1.0 0.7 -0.20
C 3.39045 10.22268 0.77471 0.9 0.1 0.1 -0.11
C 11.62237 -8.35542 6.15448 1.9 2.2 1.4 -0.18
C 3.15035 -5.45616 -1.31734 0.2 0.4 0.2 -0.25
C 14.41699 -10.87999 5.72580 -1.4 0.0 -0.1 -0.24
C -3.98440 -12.00390 1.40223 -0.9 0.7 -0.7 -0.22
C -14.52647 -5.50343 -6.25867 -1.5 1.1 -0.9 -0.22
C 10.18894 6.09189 6.52419 0.2 0.3 0.7 -0.11
C -1.52600 9.17424 -7.65473 0.2 -0.3 0.3 -0.25
C -12.45286 -7.31939 -7.37797 -0.2 0.8 -1.6 -0.22
C 1.29222 7.89716 -7.04552 0.8 0.3 -1.1 -0.20
C 6.67353 4.04225 10.30332 2.3 1.3 -0.8 -0.20
C -3.00616 -8.48521 3.60272 -0.6 -1.1 -0.2 -0.18
C 9.94840 4.79392 8.50818 -0.1 0.3 1.4 -0.23
C -3.89602 -0.89455 -0.60396 -0.2 -0.3 0.2 -0.24
C -4.73575 1.49706 -7.66915 0.2 0.4 0.0 -0.20
C 6.76152 -1.06752 -3.88674 -1.4 -0.5 -1.1 -0.08
C -5.46292 8.16734 5.80263 0.6 0.5 0.0 -0.21
C -1.06308 1.55713 -0.33067 -0.1 0.1 -1.3 -0.22
C 10.54031 -4.96072 7.21056 0.5 -0.4 -0.6 -0.09
C -0.37317 1.47971 1.01765 -0.3 0.3 -0.4 -0.23
C -5.99370 8.39193 9.47448 0.3 -0.6 -0.1 -0.12
C -5.78256 -0.93189 -2.02007 0.0 0.2 0.2 -0.11
C 1.87091 -6.22041 -1.69329 1.3 0.2 -0.7 -0.19
C -0.15974 -8.92048 -6.82099 0.6 0.1 0.1 -0.12
C -2.45899 -0.48890 -0.44097 -0.1 1.8 -0.8 -0.20
C 3.69564 14.74972 3.81567 0.2 -0.8 0.0 -0.22
C -10.94469 -7.39270 -7.30264 -0.8 -1.0 0.5 -0.23
C 6.40848 -4.18111 -5.91447 0.0 1.2 1.4 -0.20
C -2.83788 -0.97453 -8.04019 0.3 1.2 0.0 -0.17
C -5.46904 -1.78887 -9.31693 -1.0 0.3 -0.3 -0.12
C -3.10916 -1.57656 -9.43362 -0.5 -0.4 1.3 -0.20
C -4.15006 -10.58472 0.73848 1.6 -1.4 -0.4 -0.19
C 0.98470 -7.69508 -5.02592 -0.1 -0.8 -0.5 -0.23
C 0.76954 -7.35133 -3.55857 1.2 0.6 -0.6 -0.19
C -5.44838 7.67346 7.24663 0.3 1.4 0.1 -0.21
C -0.55067 9.40895 -6.53651 2.1 1.3 0.9 -0.21
C -5.24240 0.91181 4.82549 -2.0 1.0 0.0 -0.26
C 5.94667 -2.81574 -5.28645 1.3 -1.1 -1.0 -0.22
C -5.40728 2.53371 -5.63271 0.6 0.2 -0.5 -0.11
C -2.46858 -13.53152 2.35693 0.4 0.6 -0.5 -0.10
C -3.50248 1.37189 -8.60499 -0.1 0.3 1.6 -0.19
C -3.90622 9.15794 -7.97574 0.7 0.1 1.7 -0.08
C -3.49641 -0.16093 6.12540 -0.8 1.0 -0.4 -0.07
C -6.79060 0.81162 4.61394 0.6 0.6 -1.3 -0.18
C 9.54139 -7.99972 -2.84762 -1.2 0.2 -0.2 -0.09
C 4.79319 13.66295 3.78129 -1.8 -0.9 0.3 -0.17
C 7.31115 -6.42544 -5.40184 0.5 0.4 1.2 -0.19
C 5.34189 3.88537 9.70841 -0.9 -0.7 -1.6 -0.25
C 4.94010 11.23096 4.03284 -1.1 -0.4 0.1 -0.21
C 16.01024 -12.28913 4.76700 0.2 1.2 -0.1 -0.10
C -11.53488 3.83394 2.13154 0.5 0.0 0.0 -0.11
C -9.38529 2.97902 2.61352 0.8 -1.3 0.9 -0.21
C -0.73192 -8.94111 4.37877 -1.0 0.9 -0.3 -0.10
C 4.87798 10.80202 2.54245 0.1 -0.1 0.5 -0.22
C -3.93250 8.93374 3.20968 -1.0 -1.2 -0.4 -0.24
H -3.12370 2.39268 -8.65606 0.4 0.0 0.0 0.11
H 10.01972 5.22710 5.88262 -0.1 0.1 -0.3 0.09
H -3.22183 -2.65608 -9.33348 0.5 -0.3 0.4 0.11
H 6.07420 -0.42227 -4.43387 0.5 0.8 -0.5 0.08
H -14.92985 -6.49083 -8.20301 0.4 -0.7 0.3 0.12
H 0.91224 15.21622 2.04025 0.2 -0.5 0.1 0.08
H 9.36735 -9.05829 -3.04058 0.0 -0.2 -0.4 0.08
H -3.91636 -1.97321 -0.44836 -0.4 -0.4 -0.5 0.12
H -6.14567 -0.71079 -3.02376 0.4 0.0 0.0 0.08
H -4.49278 -0.46834 0.20246 0.0 0.2 0.2 0.12
H 2.40148 10.42118 0.36161 0.1 0.1 0.2 0.09
H -12.97811 -7.51014 -6.44211 0.4 -0.3 0.3 0.11
H -4.39937 7.73772 7.53569 0.2 -0.6 0.2 0.12
H 10.97440 4.90423 8.85926 0.4 0.1 0.0 0.11
H 15.21045 -10.28352 6.17610 0.2 0.5 -0.2 0.11
H -9.12871 3.10443 1.56159 0.2 -0.4 -0.3 0.11
H -2.84601 -14.38723 1.79711 -0.2 -0.2 0.2 0.09
H -14.48070 -4.89230 -8.34413 0.0 0.4 0.4 0.11
H 5.57331 -2.23316 -6.12866 -0.5 0.3 0.1 0.12
H 16.78489 -11.58106 5.06136 0.4 -0.1 0.2 0.08
H -5.62132 -2.86108 -9.44054 0.8 -0.4 -0.4 0.08
H -3.90367 9.90292 -8.77141 -0.1 -0.1 -0.1 0.08
H 4.13566 15.73738 3.67779 -0.1 0.2 -0.6 0.11
H 11.25861 6.23018 6.68160 0.3 -0.1 -0.1 0.08
H 3.38684 -4.66904 -2.03331 -0.7 0.4 -0.3 0.12
H 6.04418 -1.32231 -3.10661 0.4 -1.0 0.5 0.07
H -4.06725 11.56470 4.19742 0.3 0.0 0.1 0.09
H -4.94666 8.51197 9.75267 0.1 0.4 0.2 0.08
H -5.55696 3.51937 -6.07337 -0.4 0.2 -0.1 0.08
H -8.37450 -6.52520 -6.57646 -0.2 0.2 -0.2 0.08
H 10.12650 -4.29578 6.45248 -0.6 -0.1 0.4 0.09
H 6.78057 4.85484 11.02188 -0.6 -0.1 0.6 0.12
H 5.95983 11.20513 4.41702 0.2 0.5 -0.3 0.12
H 5.79957 -5.18272 -2.07747 0.4 0.3 0.0 0.07
H 12.27729 -10.71462 5.20201 0.1 -0.2 0.2 0.12
H -3.26795 -1.06088 6.69636 -0.6 -0.1 -0.1 0.08
H -2.25462 -1.43002 -10.09421 -0.4 0.6 -0.4 0.13
H -13.66606 -2.97140 -4.36181 0.3 0.1 -0.3 0.08
H 7.54789 -4.70836 -4.25909 0.2 0.2 -0.3 0.11
H -12.60406 3.63310 2.19960 0.2 -0.2 0.3 0.09
H -5.36676 2.28722 -8.07603 -0.3 0.0 -0.1 0.11
H 5.67792 13.94613 4.35153 -0.1 0.1 0.1 0.11
H 11.53050 -4.54374 7.39433 0.4 -0.2 0.1 0.08
H -5.59699 -1.62701 -8.24664 0.7 0.4 0.2 0.07
H 6.87473 -7.23487 -3.48299 0.3 -0.3 0.5 0.11
H -12.83353 -7.98418 -8.15336 0.3 -0.9 0.3 0.12
H -3.98073 6.80939 3.16657 0.2 0.0 -0.3 0.11
H 6.58678 -6.90172 -6.06255 -0.5 0.3 0.2 0.11
H -0.23868 -6.95099 -3.45212 0.1 0.3 0.2 0.12
H 1.49996 9.80848 -6.31933 -0.3 -0.1 0.2 0.11
H 14.16448 -11.60184 6.50249 0.1 -0.5 -0.1 0.12
H -2.40599 0.79892 -7.04501 0.2 -0.2 0.2 0.08
H 12.61024 -6.44956 6.92383 0.3 -0.2 -0.3 0.12
H -11.29875 3.98086 1.07762 0.2 -0.5 -0.3 0.08
H 8.99247 -7.80117 -1.92710 0.4 0.1 0.4 0.08
H -5.11401 1.84092 5.38079 0.4 0.4 -0.1 0.12
H -9.19712 1.67891 4.32597 0.0 0.2 0.1 0.11
H 9.38444 3.87534 10.39427 -0.1 0.1 0.1 0.12
H -2.71751 -7.50383 3.22630 0.9 -0.2 -0.4 0.11
H 2.74194 -6.61344 -3.48414 0.0 -0.4 -0.1 0.10
H 2.81796 2.08114 1.83704 -0.2 -0.4 -0.4 0.09
H -12.33349 -5.35185 -7.39915 0.0 0.6 -0.1 0.09
H -10.50430 -7.21156 -8.28312 0.1 0.5 0.0 0.13
H 5.48656 3.19334 8.87879 0.2 -0.1 -0.6 0.12
H 3.10789 -4.98510 -0.33530 -0.6 0.2 0.3 0.11
H -13.50365 -4.62902 -3.89279 -0.3 -0.5 -0.1 0.09
H 11.70300 -8.04800 5.11184 -0.3 -0.1 -0.3 0.11
H -2.01913 -1.55179 -7.61064 0.2 0.2 0.0 0.11
H -14.26323 -6.28163 -5.54228 0.4 -0.1 -0.2 0.11
H 4.70516 3.25508 10.32925 -0.7 0.9 0.7 0.12
H -0.10130 -8.07436 -7.50565 -0.1 0.0 -0.3 0.08
H 7.22847 -3.97227 -6.60158 -0.1 0.2 -0.5 0.11
H 9.80448 7.03879 6.14515 -0.1 -0.3 -0.4 0.09
H 2.33765 16.23232 2.01966 0.0 0.2 0.0 0.08
H -7.07017 -0.15292 4.19014 0.2 -0.5 0.2 0.11
H 5.09334 13.38534 2.77087 0.1 0.7 -0.4 0.10
H -6.65690 9.03554 10.05242 0.2 0.4 -0.4 0.09
H 16.38264 -12.79031 3.87357 -0.6 0.1 -0.1 0.09
H 1.91362 -8.25547 -5.13170 0.2 -0.4 0.1 0.12
H -5.82741 6.65326 7.30675 -0.1 -0.1 0.3 0.12
H -1.06772 -9.49702 -6.99778 -0.2 0.4 0.3 0.09
H -0.93189 2.15025 1.67056 -0.1 -0.2 0.5 0.13
H -3.05941 9.15203 3.82464 0.0 -0.1 0.3 0.13
H -6.31396 1.93466 -5.71741 -0.2 0.1 0.4 0.09
H -1.88122 -0.73043 -1.33313 0.1 -0.9 -0.1 0.12
H 3.22928 14.75649 4.80084 0.2 0.0 0.3 0.12
H -1.36396 8.14601 -7.97811 -0.3 -0.3 -0.3 0.11
H -9.02824 -7.83863 -5.58724 0.1 -0.3 -0.2 0.08
H -5.57536 7.42606 3.08696 -0.3 0.7 -0.1 0.12
H 4.17382 10.62181 0.13041 -0.1 0.1 -0.5 0.08
H -5.15816 11.90179 2.88129 0.0 -0.1 -0.2 0.09
H 1.87503 -7.23661 -1.29906 0.2 0.0 0.8 0.11
H 3.43336 6.02729 8.10116 -0.2 -0.1 0.0 0.09
H -11.30463 4.81403 2.54926 -0.1 0.1 0.6 0.08
H 5.53878 11.39504 1.91016 0.0 0.3 -0.2 0.11
H -0.55757 10.42441 -6.14044 -0.9 0.2 -0.1 0.12
H -4.79954 0.98805 3.83243 0.5 -0.1 -0.1 0.12
H -4.73959 9.27644 -7.28325 -0.3 0.3 -0.5 0.09
H -2.03732 -0.97221 0.44033 0.0 0.1 0.0 0.12
H 8.95846 5.64519 10.27289 0.6 0.1 0.4 0.11
H 6.93765 3.09593 10.77536 0.2 0.0 0.0 0.12
H 0.65658 7.43388 -7.80013 0.0 0.0 -0.2 0.10
H -8.97189 -6.27205 -4.89717 -0.1 0.4 -0.3 0.08
H -3.77176 1.09488 -9.62423 -0.1 -0.3 0.3 0.11
H -4.43328 -10.03062 3.13662 0.0 -0.2 0.3 0.10
H -5.13791 6.38244 5.01576 0.2 -0.5 0.2 0.10
H -3.97309 8.13717 -8.35212 0.4 -0.1 -0.3 0.08
H 3.38137 4.26103 7.93457 0.1 -0.2 -0.2 0.08
H -0.90392 -8.37183 5.29226 -0.1 -0.2 0.4 0.08
H 2.70529 5.01189 9.36112 0.2 0.0 0.5 0.08
H -3.52003 11.29070 2.51566 0.1 0.0 -0.1 0.09
H 11.58521 -7.35453 8.04530 0.1 0.1 0.4 0.12
H 13.33197 -9.53263 4.50784 -0.1 0.4 -0.2 0.11
H -2.87582 1.33281 -1.19176 -0.1 0.1 0.0 0.10
H -4.96316 9.13411 5.74187 -0.1 0.2 0.3 0.11
H -6.47694 -0.45526 -1.32815 0.1 0.3 0.3 0.08
H -2.94884 -13.40646 3.32740 0.0 -0.3 0.1 0.09
H 15.90400 -13.00705 5.58027 -0.4 -0.1 0.0 0.08
H 7.58376 -0.51545 -3.43152 0.3 -0.5 -0.6 0.09
H 1.51176 2.72919 2.77537 -0.3 0.4 -0.1 0.08
H 1.53746 1.01945 2.61408 0.6 -0.3 0.1 0.08
H 1.16372 -6.80820 -5.63378 -0.5 0.4 0.0 0.12
H 2.99823 6.87080 -8.04710 0.1 -0.3 0.3 0.12
H -1.08895 2.59558 -0.66088 -0.3 0.2 0.2 0.12
H -0.36895 -8.19202 3.67505 0.5 -0.2 -0.2 0.08
H -3.63431 8.92252 2.16132 0.5 -0.5 -0.2 0.12
H 1.12177 7.29062 -6.15605 0.4 0.0 0.4 0.12
H -5.89446 -1.99895 -1.82776 0.3 -0.3 -0.1 0.08
H -2.72217 -0.06130 5.36466 -0.1 0.0 -0.4 0.08
H -9.06740 3.90889 3.08512 0.1 0.1 0.4 0.11
H -0.46775 0.43907 1.32784 0.4 -0.1 0.6 0.11
H 5.67421 8.60016 -6.43283 -0.2 0.0 0.1 0.09
H 5.53421 -4.55791 -6.44531 0.1 -0.4 -0.1 0.11
H 1.03347 -5.67660 -1.25619 -0.3 0.0 -0.4 0.12
H 0.64623 -9.62123 -7.03888 0.4 0.0 -0.1 0.08
H -1.39624 9.82372 -8.52044 0.3 0.3 0.0 0.13
H 13.64075 -8.69449 6.78770 -0.4 0.8 0.0 0.10
H -6.38688 -1.37865 -9.73813 0.2 0.3 -0.3 0.09
H -15.11295 -3.82188 -4.24907 -0.3 -0.7 0.2 0.09
H 7.58156 -8.38616 -4.70480 -0.1 -0.5 0.5 0.12
H -3.68548 -1.13299 -7.37343 -0.3 -0.3 -0.1 0.09
H 3.31847 12.24029 3.89367 -0.5 0.6 0.0 0.08
H -3.53176 -8.23456 4.52414 -0.1 -0.3 0.3 0.11
H -0.72534 8.76407 -5.67527 -0.7 -0.3 0.0 0.12
H 1.42331 16.01586 3.51433 0.1 -0.1 0.3 0.08
H 6.23732 -6.43871 -0.89486 0.1 0.3 0.2 0.08
H -6.45057 8.33324 5.37236 -0.4 -0.2 0.2 0.12
H -4.82030 -8.54977 2.33201 0.1 0.4 0.1 0.12
H -5.30391 0.56893 -7.60694 -0.1 -0.1 0.0 0.10
H -5.06242 2.72096 -4.61579 -0.2 -0.4 0.1 0.09
H -15.59975 -5.33856 -6.16389 -0.5 -0.4 0.1 0.11
H -4.55402 -11.98851 2.33142 0.2 -0.2 0.4 0.10
H 5.50880 -4.84572 -0.34360 0.0 -0.1 0.2 0.08
H -3.86060 -10.68332 -0.30774 0.4 0.0 -0.1 0.10
H -6.25199 7.38895 9.81422 -0.2 -0.4 -0.3 0.08
H -0.51222 1.08004 -1.14126 0.9 -0.3 0.2 0.11
H 10.66654 -8.83671 6.36147 0.2 -0.2 -0.1 0.12
H -3.41715 0.70748 6.77937 0.2 0.1 0.2 0.08
H -6.73023 1.74452 2.75790 0.2 -0.2 0.0 0.09
H 5.30937 9.80103 2.54314 -0.2 -0.4 -0.3 0.11
H -7.31252 0.92992 5.56351 0.0 0.2 -0.1 0.12
H -1.38828 -13.63641 2.45723 -0.1 -0.2 0.3 0.09
H 5.21034 -2.95221 -4.49444 -0.2 -0.1 -0.1 0.11
H 10.01792 -4.98870 8.16681 -0.3 0.2 -0.1 0.09
H -8.88568 0.77002 2.89787 -0.3 0.0 -0.5 0.11
H 4.97610 9.26056 -7.91116 0.0 0.1 -0.2 0.09
H 9.89613 3.86731 7.93654 -0.2 -0.1 -0.2 0.12
H 0.83572 -8.24852 -2.94314 -0.1 -0.3 0.0 0.11
H 4.43614 10.48242 4.64425 0.0 -0.5 -0.3 0.11
H 2.68230 8.54286 -8.47638 0.3 0.2 -0.2 0.12
H -4.45985 -12.73667 0.75025 -0.1 -0.2 -0.1 0.12
H 3.56778 9.14954 0.84561 -0.2 -0.2 0.0 0.08
H 8.23076 -6.36477 -5.98385 0.2 0.2 -0.3 0.11
H -5.18650 -10.25989 0.64691 -0.1 0.0 0.7 0.11
H 10.61646 -7.83969 -2.76571 -0.2 0.3 0.0 0.09
H 7.36346 5.22103 8.75670 -0.2 0.1 -0.1 0.10
H -2.51785 -10.13129 1.82327 0.6 -0.3 -0.5 0.08
H -0.01227 -9.73880 4.56282 -0.3 0.0 -0.2 0.09
H -10.78685 -8.45539 -7.11858 0.8 -0.2 0.6 0.11
H 5.23733 7.51320 -7.75054 0.0 -0.2 -0.1 0.08
```
Positions in Å, forces in eV/Å.

Calculated values
- relative energy (zero: lowest compared OMol25 entry of this formula, charge and spin) (kJ/mol) = 516.4
- E_HOMO (eV) = -8.51
- orbital gap (Eh) = 0.32673
- structure (SMILES) = COCCNCCOC.COCCNCCOC.COCCNCCOC.COCCNCCOC.COCCNCCOC.COCCNCCOC.COCCNCCOC.COCCNCCOC.COCCNCCOC.COCCNCCOC.COCCNCCOC.COCCNCCOC
- total charge = 0
- E_LUMO (eV) = 0.4